Entry 1:
# C4H3NO2

3 unconnected molecules or ions with the total composition C4H3NO2 in a non-equilibrium geometry (the ωB97M-V functional and the def2-TZVPD basis, OMol25).

Gap between HOMO and LUMO: 8.187 eV
ΔE to the lowest compared entry with this formula, charge and spin: 682.78 kJ/mol
E: -9774.610 eV
Net charge: 0
E_HOMO: -0.380 Eh

Atoms and positions in Å:
1 C 0.032 -1.842 1.096
2 C 0.631 -2.957 1.234
3 C 1.529 1.064 -1.165
4 C -0.919 -1.067 1.512
5 N -1.041 0.701 -0.359
6 O 1.265 2.041 -0.639
7 O 1.891 0.074 -1.622
8 H -0.482 -0.031 0.111
9 H -0.890 1.558 0.216
10 H -2.016 0.457 -0.385

***

Entry 2:
# C4H3NO2

C4H3NO2 in the gas phase in a non-equilibrium geometry (the ωB97M-V functional and the def2-TZVPD basis, OMol25).

Gap between HOMO and LUMO: 8.862 eV
ΔE to the lowest compared entry with this formula, charge and spin: 738.41 kJ/mol
E: -9774.034 eV
SMILES: c1[nH]cc2ooc12
Net charge: 0
E_HOMO: -0.299 Eh

Atoms and positions in Å:
1 C 1.102 -0.161 -0.449
2 N 0.071 0.390 -1.131
3 C -1.042 0.658 -0.504
4 C -0.755 -0.215 0.889
5 O -0.712 -0.469 2.339
6 O 0.704 -0.896 2.135
7 C 0.587 -0.481 0.823
8 H 1.995 -0.319 -0.956
9 H -0.033 0.705 -2.104
10 H -1.917 0.788 -1.041

***

Entry 3:
# C4H3NO2

C4H3NO2 in the gas phase in a non-equilibrium geometry (the ωB97M-V functional and the def2-TZVPD basis, OMol25).

Gap between HOMO and LUMO: 9.918 eV
ΔE to the lowest compared entry with this formula, charge and spin: 463.55 kJ/mol
E: -9776.882 eV
SMILES: O=Cc1ccon1
Net charge: 0
E_HOMO: -0.370 Eh

Atoms and positions in Å:
1 O -2.356 0.992 -1.059
2 C -1.697 -0.009 -0.990
3 C -0.393 -0.103 -0.254
4 C 0.358 0.909 0.498
5 C 1.509 0.188 0.689
6 O 1.463 -1.067 0.247
7 N 0.261 -1.218 -0.406
8 H -1.993 -0.955 -1.490
9 H 0.461 0.752 1.648
10 H 2.429 0.521 1.151

***

Entry 4:
# C4H3NO2

C4H3NO2 in the gas phase in a non-equilibrium geometry (the ωB97M-V functional and the def2-TZVPD basis, OMol25).

Gap between HOMO and LUMO: 10.553 eV
ΔE to the lowest compared entry with this formula, charge and spin: 198.66 kJ/mol
E: -9779.628 eV
SMILES: N#CC(C=O)C=O
Net charge: 0
E_HOMO: -0.397 Eh

Atoms and positions in Å:
1 N 0.394 -0.706 -2.288
2 C 0.387 -0.127 -1.288
3 C 0.108 0.386 0.053
4 C -1.435 0.104 -0.003
5 O -2.173 0.981 -0.355
6 C 1.145 -0.255 1.004
7 O 1.733 -1.267 0.731
8 H 0.185 1.474 0.147
9 H -1.768 -0.944 0.098
10 H 1.418 0.337 1.898

***

Entry 5:
# C4H3NO2

C4H3NO2 in the gas phase in a non-equilibrium geometry (the ωB97M-V functional and the def2-TZVPD basis, OMol25).

Gap between HOMO and LUMO: 10.573 eV
ΔE to the lowest compared entry with this formula, charge and spin: 252.30 kJ/mol
E: -9779.072 eV
SMILES: O=Cc1ccon1
Net charge: 0
E_HOMO: -0.385 Eh

Atoms and positions in Å:
1 O -2.359 0.988 -0.906
2 C -1.687 -0.017 -0.939
3 C -0.355 -0.158 -0.249
4 C 0.391 0.685 0.642
5 C 1.594 0.082 0.686
6 O 1.568 -1.097 0.041
7 N 0.336 -1.232 -0.550
8 H -2.025 -0.918 -1.501
9 H 0.087 1.245 1.517
10 H 2.449 0.420 1.260

***

Entry 6:
# C4H3NO2

C4H3NO2 in the gas phase in a non-equilibrium geometry (the ωB97M-V functional and the def2-TZVPD basis, OMol25).

Gap between HOMO and LUMO: 9.701 eV
ΔE to the lowest compared entry with this formula, charge and spin: 389.00 kJ/mol
E: -9777.655 eV
Net charge: 0
E_HOMO: -0.345 Eh

Atoms and positions in Å:
1 N -1.974 -0.309 1.575
2 C -1.155 0.242 0.859
3 C -0.217 0.882 0.191
4 C 1.077 0.159 -0.089
5 C 1.046 -0.481 -1.508
6 O 1.242 -1.067 0.351
7 O 0.996 -1.278 -2.331
8 H -2.696 -0.854 1.107
9 H -0.358 1.917 -0.101
10 H 1.927 0.871 -0.061